# 1
Computed, not measured: a 2-piece molecular cluster, C4H12 overall, with the ωB97M-V functional and the def2-TZVPD basis.

Structure (ORCA input):
```
! wB97M-V def2-TZVPD RIJCOSX def2/J DEFGRID3
* xyz 0 1
C 1.2908 1.3885 -0.1189
C 1.8456 2.5065 -1.0251
H 0.5035 1.7707 0.5389
H 0.8027 0.6382 -0.7468
H 2.0858 0.9780 0.4914
H 2.8457 2.2559 -1.3735
H 1.9145 3.4562 -0.4939
H 1.2129 2.6397 -1.9006
C -1.4746 -1.3860 0.0674
C -1.6289 -2.5169 1.0984
H -0.4387 -1.0495 0.0018
H -1.7393 -1.7587 -0.9270
H -2.1094 -0.5515 0.3319
H -2.6907 -2.6974 1.2898
H -1.1954 -2.2265 2.0563
H -1.2243 -3.4470 0.7100
*
```

## Properties
LUMO energy ... 1.164 eV
SMILES ... CC.CC
ΔE to the lowest compared entry with this formula, charge and spin ... 0.120 eV
Frontier orbital gap ... 12.8748 eV

---

# 2
Computed, not measured: a 2-piece molecular cluster, C4H12 overall at a distorted geometry, with the ωB97M-V functional and the def2-TZVPD basis.

Structure (ORCA input):
```
! wB97M-V def2-TZVPD RIJCOSX def2/J DEFGRID3
* xyz 0 1
C -0.1920 1.2480 -1.6238
C -0.7996 1.8356 -0.3780
H 1.0160 1.4905 -1.7675
H -0.0088 0.1020 -1.4231
H -0.6897 1.4675 -2.6273
H -1.8832 2.0396 -0.6086
H -0.2800 2.8154 -0.1529
H -0.9330 1.2526 0.4871
C 0.0467 -1.8976 1.4913
C 0.9408 -1.1626 0.4971
H -0.4442 -1.2996 2.2361
H -0.8232 -2.3210 0.9923
H 0.5145 -2.7421 2.0703
H 0.6748 -1.4225 -0.4796
H 1.9169 -1.5121 0.5646
H 0.9645 -0.0098 0.7891
*
```

## Properties
LUMO energy ... 1.167 eV
SMILES ... CC.CC
ΔE to the lowest compared entry with this formula, charge and spin ... 1.452 eV
Frontier orbital gap ... 12.0718 eV

---

# 3
Computed, not measured: a 2-piece molecular cluster, C4H12 overall at a distorted geometry, with the ωB97M-V functional and the def2-TZVPD basis.

Structure (ORCA input):
```
! wB97M-V def2-TZVPD RIJCOSX def2/J DEFGRID3
* xyz 0 1
C 0.9979 0.2003 -1.7409
C 0.7916 -1.3010 -2.0206
H 0.1888 0.5988 -1.3366
H 1.7339 0.1539 -0.8585
H 1.4887 0.7502 -2.5544
H 1.6213 -2.0087 -2.0680
H 0.3865 -1.6029 -0.9666
H 0.0840 -1.5693 -2.7840
C -1.6203 0.8612 1.6780
C -0.2427 0.2867 1.8651
H -2.3584 0.1287 1.6421
H -1.8016 1.7004 2.4222
H -1.6134 1.5516 0.7889
H -0.1161 -0.1747 2.9309
H -0.1594 -0.4650 1.0486
H 0.6193 0.8899 1.9540
*
```

## Properties
LUMO energy ... 1.110 eV
SMILES ... CC.CC
ΔE to the lowest compared entry with this formula, charge and spin ... 1.318 eV
Frontier orbital gap ... 12.2921 eV

---

# 4
Computed, not measured: a 2-piece molecular cluster, C4H12 overall at a distorted geometry, with the ωB97M-V functional and the def2-TZVPD basis.

Structure (ORCA input):
```
! wB97M-V def2-TZVPD RIJCOSX def2/J DEFGRID3
* xyz 0 1
C -1.0288 -2.3316 1.2387
C -1.0585 -0.8089 1.1333
H -1.8649 -2.7595 0.6901
H -0.0966 -2.7629 0.8793
H -1.1914 -2.6447 2.2735
H -0.5625 -0.4307 0.2274
H -2.0574 -0.4128 1.3092
H -0.3135 -0.3856 1.8108
C 0.5096 2.1674 -1.1533
C 1.5336 1.0142 -1.2673
H 0.1260 2.3229 -2.1672
H -0.2741 1.9018 -0.4460
H 0.9944 3.0810 -0.8236
H 2.2248 1.0863 -0.4194
H 1.9772 0.9140 -2.2591
H 1.0821 0.0491 -1.0264
*
```

## Properties
LUMO energy ... 1.148 eV
SMILES ... CC.CC
ΔE to the lowest compared entry with this formula, charge and spin ... 0.374 eV
Frontier orbital gap ... 12.5704 eV

---

Question: What is the formula in the first record?
Answer: C4H12